A cluster of 14 separate species, C38H97N27O16P in total at a distorted geometry, computed with wB97M-V/def2-TZVPD.

Output
HOMO-LUMO gap = 8.28 eV
HOMO level = -10.21 eV
Charge = +1
E = -4529.965255 a.u.

Positions of all 179 atoms, in Å:
C (5.22211, 1.15302, 2.28222)
C (3.90035, 1.15111, 1.43948)
O (2.88506, 0.80867, 2.00076)
N (3.80610, 1.54197, 0.04452)
C (4.29657, 0.47950, -0.87345)
C (4.41389, 2.86552, -0.23530)
C (3.21566, 3.92806, -0.27446)
C (2.53242, 3.77395, -1.69493)
C (0.97333, 3.56560, -1.64933)
P (0.45941, 1.87823, -1.04999)
C (-0.89717, 1.20876, -2.12882)
C (-0.59154, -0.31602, -2.37921)
O (-0.45512, -0.84851, -1.07413)
C (-0.67073, -2.26765, -1.05064)
C (-0.83857, -2.82184, 0.39122)
O (-2.21451, -2.82667, 0.86306)
C (-2.62110, -1.49825, 1.02970)
C (-2.02952, -0.70749, 2.11197)
C (-2.36726, 0.67811, 2.36331)
C (-3.36575, 1.36127, 1.51722)
C (-3.75163, 2.86196, 1.85524)
C (-4.37694, 2.77183, 3.33008)
C (-2.50040, 3.80962, 1.97058)
C (-4.91722, 3.38825, 0.93584)
C (-4.50488, 4.06388, -0.43051)
C (-3.34990, 3.35605, -1.21520)
C (-4.27760, 5.62958, -0.25316)
C (-5.79237, 3.95292, -1.36588)
C (-3.94542, 0.56303, 0.45117)
C (-3.59821, -0.84129, 0.19282)
H (5.96756, 1.91642, 1.93784)
H (4.92961, 1.43953, 3.32577)
H (5.71734, 0.15133, 2.28777)
H (3.77099, 0.61292, -1.85634)
H (5.39032, 0.61834, -1.06055)
H (4.04458, -0.54588, -0.50074)
H (4.93634, 2.86747, -1.22070)
H (5.11566, 3.22701, 0.56054)
H (2.48654, 3.59078, 0.50367)
H (3.57856, 4.95913, -0.05044)
H (3.00782, 2.92630, -2.26040)
H (2.77254, 4.69399, -2.28117)
H (0.51974, 4.31443, -0.95535)
H (0.58834, 3.66034, -2.70106)
H (1.53936, 0.95064, -1.03780)
H (0.02727, 1.99194, 0.30810)
H (-1.00422, 1.79915, -3.07058)
H (-1.86632, 1.23252, -1.57569)
H (-1.49303, -0.72357, -2.92001)
H (0.33153, -0.46584, -3.00635)
H (-1.55079, -2.54025, -1.68866)
H (0.26066, -2.74098, -1.47607)
H (-0.14824, -2.24498, 1.05431)
H (-0.48234, -3.88032, 0.39879)
H (-1.29975, -1.25071, 2.75961)
H (-1.87063, 1.15869, 3.23185)
H (-5.40422, 2.34127, 3.23534)
H (-4.44609, 3.82888, 3.69752)
H (-3.76885, 2.12776, 4.00289)
H (-2.63994, 4.56743, 2.77679)
H (-1.61376, 3.18681, 2.28649)
H (-2.20107, 4.31840, 1.02494)
H (-5.46458, 4.17857, 1.52509)
H (-5.68813, 2.60236, 0.70814)
H (-3.73617, 2.55133, -1.88751)
H (-2.53447, 2.93912, -0.57839)
H (-2.87409, 4.12421, -1.89473)
H (-3.59234, 5.88299, 0.58901)
H (-4.00234, 6.12037, -1.22056)
H (-5.28828, 6.03104, 0.04338)
H (-5.83458, 2.88485, -1.72001)
H (-6.73901, 4.15991, -0.81790)
H (-5.67802, 4.56333, -2.30328)
H (-4.71143, 1.01589, -0.21495)
H (-4.11932, -1.37332, -0.63998)
C (-8.81239, 1.31565, 0.32666)
O (-8.18260, 2.34647, 0.14118)
N (-10.14333, 1.30836, 0.61223)
N (-8.24192, 0.08105, 0.26336)
H (-10.67150, 0.46969, 0.76553)
H (-10.60658, 2.19840, 0.66954)
H (-7.25973, 0.03768, 0.05569)
H (-8.74946, -0.77096, 0.41242)
C (-2.25991, 2.94539, 6.70928)
O (-2.66316, 3.65126, 5.79514)
N (-3.08845, 2.43162, 7.65738)
N (-0.95020, 2.60552, 6.86116)
H (-2.77234, 1.84988, 8.41104)
H (-4.06528, 2.65442, 7.58471)
H (-0.30144, 2.96116, 6.18278)
H (-0.61230, 2.02208, 7.60870)
C (-4.45742, -1.28875, 5.84514)
O (-5.13268, -1.92113, 6.63842)
N (-4.94214, -0.84695, 4.65083)
N (-3.15286, -0.96467, 6.08097)
H (-4.39442, -0.32510, 3.98921)
H (-5.89872, -1.06205, 4.43461)
H (-2.75264, -1.26983, 6.95027)
H (-2.58745, -0.44446, 5.43618)
C (2.68961, -4.50273, 0.41892)
O (1.47042, -4.55585, 0.43501)
N (3.36274, -3.34882, 0.17338)
N (3.48581, -5.58836, 0.64232)
H (4.36798, -3.28502, 0.15680)
H (2.81458, -2.52562, -0.00058)
H (3.02839, -6.46370, 0.83184)
H (4.49215, -5.54822, 0.63066)
C (7.33597, -2.23992, -0.53841)
O (6.68198, -2.86265, 0.29274)
N (6.83781, -1.88554, -1.75199)
N (8.61666, -1.85219, -0.31781)
H (7.36591, -1.38022, -2.44129)
H (5.89192, -2.15432, -1.95836)
H (9.02566, -2.09563, 0.56709)
H (9.16346, -1.34560, -0.98934)
C (7.89412, -3.93207, -4.36298)
O (8.46026, -2.89292, -4.04037)
N (8.13333, -4.55648, -5.54956)
N (6.98249, -4.55082, -3.57214)
H (7.67904, -5.40587, -5.82760)
H (8.80249, -4.13194, -6.16645)
H (6.77738, -4.12526, -2.68667)
H (6.51179, -5.40099, -3.82754)
C (4.59811, 5.97457, -4.80328)
O (4.31949, 4.80955, -4.55804)
N (5.39477, 6.33313, -5.84478)
N (4.13641, 7.01792, -4.05658)
H (5.63177, 7.28390, -6.05819)
H (5.75724, 5.59507, -6.42202)
H (3.54391, 6.79962, -3.27690)
H (4.35878, 7.97673, -4.24924)
C (-8.50784, 1.78817, -4.23458)
O (-7.48914, 2.42813, -4.44765)
N (-9.17665, 1.11872, -5.21324)
N (-9.06733, 1.68734, -2.99419)
H (-10.01279, 0.59142, -5.04771)
H (-8.79979, 1.16497, -6.14745)
H (-8.60588, 2.16845, -2.23802)
H (-9.90228, 1.16547, -2.80614)
C (6.60662, -8.15701, -0.17769)
O (7.17686, -7.10702, -0.41570)
N (5.26705, -8.22163, 0.07469)
N (7.25154, -9.35585, -0.14191)
H (4.77925, -9.07520, 0.27268)
H (4.76026, -7.35596, 0.05598)
H (8.23970, -9.35148, -0.32235)
H (6.79240, -10.22562, 0.05297)
C (3.10146, -2.51626, 4.09277)
O (2.94469, -3.65204, 4.50335)
N (3.83847, -2.22802, 2.98357)
N (2.55261, -1.42605, 4.70545)
H (3.97396, -1.29628, 2.63709)
H (4.26157, -2.99858, 2.49962)
H (1.99982, -1.58998, 5.52801)
H (2.67440, -0.48596, 4.37471)
C (-6.35585, 0.77100, -8.27285)
O (-7.57407, 0.76871, -8.22123)
N (-5.63034, 1.90904, -8.44766)
N (-5.61279, -0.36668, -8.16054)
H (-4.62928, 1.92512, -8.49206)
H (-6.14020, 2.77034, -8.53418)
H (-6.11022, -1.22942, -8.03068)
H (-4.61148, -0.37915, -8.20163)
C (1.80204, 0.11419, 7.96703)
O (0.58038, 0.15698, 7.98361)
N (2.57777, 1.22702, 7.83400)
N (2.49450, -1.05083, 8.08031)
H (3.58022, 1.20323, 7.81995)
H (2.10665, 2.10992, 7.74851)
H (1.96000, -1.89620, 8.18172)
H (3.49607, -1.10273, 8.06874)
C (3.07735, -6.70862, -3.17028)
O (4.06972, -6.03349, -3.40126)
N (2.47953, -7.48422, -4.11781)
N (2.48280, -6.74351, -1.94736)
H (1.66540, -8.04238, -3.94199)
H (2.88787, -7.48652, -5.03542)
H (2.89674, -6.18236, -1.21572)
H (1.66744, -7.29154, -1.74436)

Forces on the atoms, in the same order (eV/Å):
C 0.0 0.9 -0.2
C 0.1 0.0 0.7
O 0.2 -0.1 -0.3
N 1.0 -0.2 0.2
C 0.0 0.2 -0.5
C -0.8 1.5 0.5
C 0.3 -1.5 -0.7
C 0.2 0.3 0.3
C 0.7 0.0 -0.3
P -0.5 0.3 -0.1
C 0.0 -0.8 0.0
C -0.5 1.0 -0.1
O -0.4 -0.2 -0.6
C 0.6 -1.0 0.1
C 0.4 -0.5 -0.6
O 0.6 1.8 -0.4
C -0.8 2.3 0.6
C -0.9 0.3 -0.8
C -0.8 -1.6 -1.6
C 1.0 -1.3 -0.3
C -0.8 -1.0 0.8
C -0.1 0.3 -1.0
C 0.6 -0.6 0.0
C 0.4 0.7 -0.2
C -1.2 0.5 -0.7
C 0.4 0.7 -0.4
C -0.8 -0.6 0.4
C 0.8 -0.8 -0.3
C 0.9 -0.7 0.9
C 0.7 0.8 1.3
H -0.6 -0.8 0.2
H 0.3 -0.5 -0.9
H -0.5 0.7 -0.1
H 0.5 -0.2 0.7
H -0.7 -0.6 0.2
H 0.4 0.9 -0.1
H -0.3 -0.1 0.8
H -0.3 -0.7 -0.7
H 0.6 0.5 -0.3
H -0.4 -0.8 -0.3
H -0.5 0.8 0.5
H -0.4 -0.8 0.2
H 0.1 -0.6 -0.7
H 0.0 0.0 1.1
H -0.4 0.6 0.0
H 0.2 -0.2 -0.7
H 0.3 -0.4 0.8
H 0.8 0.2 -0.3
H 0.9 0.1 0.5
H -0.7 0.0 0.5
H 0.6 0.2 0.5
H -0.9 0.2 0.3
H -0.7 -0.4 -0.3
H -0.6 1.0 0.0
H -0.7 0.7 -0.5
H -0.5 -0.1 -0.8
H 0.7 0.3 0.2
H 0.0 -1.2 0.1
H -0.4 0.8 -0.3
H 0.0 -0.5 -0.7
H -0.8 0.6 -0.2
H -0.4 -0.4 0.7
H 0.4 -0.7 -0.6
H 0.8 0.6 0.5
H 0.3 0.5 0.7
H -0.7 0.3 -0.3
H -0.4 -0.7 0.6
H -0.3 -0.1 -0.9
H 0.0 -0.4 0.9
H 1.0 -0.2 -0.3
H -0.3 0.9 0.3
H 0.7 0.1 -0.5
H -0.2 -0.3 1.0
H 0.7 -0.3 0.6
H 0.6 0.4 0.9
C -0.1 -0.1 0.1
O 0.0 -0.1 -0.1
N -0.3 0.2 -0.1
N 0.3 -0.1 -0.1
H 0.0 0.0 0.0
H 0.0 -0.1 0.0
H -0.1 0.0 0.0
H 0.0 0.0 0.0
C -0.1 0.1 0.0
O 0.1 0.0 0.0
N -0.3 0.0 0.1
N 0.3 0.1 0.0
H 0.0 0.0 -0.1
H 0.1 0.0 0.0
H -0.1 0.0 0.0
H 0.1 -0.2 -0.2
C -0.1 -0.1 0.1
O 0.0 0.0 0.0
N -0.2 0.1 -0.3
N 0.3 0.0 0.2
H 0.0 0.0 0.0
H 0.1 0.0 0.0
H 0.0 0.0 -0.1
H 0.0 0.0 0.0
C 0.0 0.5 0.2
O 0.2 -0.3 -0.1
N 0.2 0.2 -0.3
N 0.1 -0.3 -0.1
H 0.2 0.0 0.0
H 0.0 -0.1 0.1
H 0.0 0.2 0.4
H 0.0 0.2 0.1
C 0.2 0.1 -0.2
O -0.5 0.0 0.1
N -0.5 0.3 0.2
N 0.1 0.1 0.4
H 0.1 -0.4 -0.2
H 0.1 0.0 -0.1
H 0.0 0.0 -0.1
H 0.0 -0.1 -0.1
C -0.2 -0.1 0.2
O 0.1 0.1 -0.1
N 0.2 0.1 -0.4
N -0.1 0.1 0.1
H 0.0 0.0 0.1
H 0.0 -0.1 0.0
H 0.1 -0.2 0.0
H -0.1 0.1 0.1
C 0.1 0.0 -0.1
O -0.1 0.0 0.2
N 0.1 -0.1 -0.2
N -0.2 0.0 0.3
H 0.0 0.0 0.0
H 0.0 0.1 0.0
H 0.0 0.1 -0.1
H 0.0 0.0 0.0
C -0.1 0.0 -0.1
O 0.0 -0.1 0.1
N 0.1 0.0 -0.4
N 0.2 0.1 0.4
H 0.0 0.0 0.0
H 0.0 -0.1 0.0
H -0.1 0.0 0.0
H 0.0 0.0 0.0
C 0.2 0.1 -0.1
O -0.1 0.0 0.0
N -0.3 0.1 0.1
N 0.2 -0.2 0.0
H 0.0 0.0 0.0
H 0.1 -0.3 -0.2
H -0.1 0.0 0.0
H 0.0 0.0 0.0
C -0.1 0.0 0.1
O 0.0 0.0 0.0
N 0.3 -0.1 -0.1
N -0.1 0.2 0.2
H -0.1 -0.1 0.1
H 0.0 0.1 0.1
H 0.0 0.0 0.0
H -0.1 0.0 -0.1
C 0.0 0.1 0.1
O -0.1 0.0 0.1
N 0.0 0.3 -0.1
N 0.0 -0.4 0.1
H 0.0 0.0 0.0
H 0.0 -0.1 0.1
H 0.0 0.1 0.0
H 0.0 0.0 0.0
C 0.1 -0.2 0.2
O -0.1 0.2 -0.1
N -0.1 0.3 -0.2
N -0.2 -0.2 0.0
H 0.0 0.0 0.0
H 0.1 0.0 0.1
H 0.1 0.0 0.1
H 0.0 0.0 0.0
C -0.1 -0.1 0.1
O 0.1 0.0 0.0
N 0.1 -0.1 -0.4
N 0.1 0.1 0.2
H 0.0 0.0 0.0
H 0.0 0.0 0.1
H -0.2 -0.2 -0.3
H 0.0 0.1 -0.1